Record 1
ORCA calculation (ωB97M-V with the def2-TZVPD basis set) on a molecular structure, C11H18FNSi at a distorted geometry.

```
32
C11H18FNSi, DFT ωB97M-V with the def2-TZVPD basis set
C 0.973 4.042 -1.692
C 1.659 2.997 -2.266
C 0.108 3.805 -0.619
C 1.361 1.691 -2.025
C -0.123 2.512 -0.291
C 0.392 1.431 -1.052
C 0.114 -1.279 2.188
C -0.459 -3.033 0.430
C 1.790 -1.907 0.483
C -3.135 -0.412 0.111
C 0.257 -1.691 0.663
N -1.939 0.103 -0.633
F 0.427 -1.120 -2.337
Si -0.285 -0.258 -0.428
H 1.199 5.028 -2.019
H 2.253 3.158 -3.161
H -0.340 4.518 -0.010
H 1.920 1.035 -2.719
H -1.010 2.358 0.240
H 0.517 -0.271 2.403
H -0.925 -1.151 2.562
H 0.547 -1.924 2.938
H -1.535 -2.793 0.567
H -0.258 -3.827 1.081
H -0.225 -3.449 -0.579
H 2.031 -2.025 -0.559
H 2.386 -0.943 0.746
H 2.026 -2.567 1.319
H -3.023 -0.613 1.163
H -3.916 0.246 -0.233
H -3.350 -1.346 -0.236
H -2.256 0.690 -1.393
```

The relative energy (zero: lowest compared OMol25 entry of this formula, charge and spin) comes out at 0.0 kJ/mol. Its spin multiplicity is 1. The HOMO energy comes out at -0.3422 Ha. Its frontier orbital gap is 0.3597 Ha.



Record 2
ORCA calculation (ωB97M-V with the def2-TZVPD basis set) on 2 unconnected molecules or ions with the total composition C11H18IN2O2 at a distorted geometry.

```
34
C11H18IN2O2, DFT ωB97M-V with the def2-TZVPD basis set
I 1.542 -4.276 -1.036
C 0.194 -2.824 -0.216
C 0.236 -1.526 -1.006
C -0.769 -0.466 -0.457
C -2.139 -1.035 -0.559
C -2.799 -1.583 0.522
C -4.068 -2.111 0.259
N -4.719 -2.120 -0.871
N -4.060 -1.590 -1.882
C -2.849 -1.098 -1.746
H -0.781 -3.308 -0.204
H 0.459 -2.618 0.822
H -0.057 -1.752 -2.040
H 1.245 -1.121 -1.057
H -0.642 0.450 -1.032
H -0.498 -0.312 0.588
H -2.341 -1.613 1.499
H -4.588 -2.572 1.093
H -4.514 -1.594 -2.789
H -2.378 -0.712 -2.645
O 2.940 -0.289 1.286
C 2.734 0.892 1.289
O 1.615 1.367 0.690
C 1.182 2.729 0.805
C 1.850 3.617 -0.224
C 3.729 1.865 1.869
H 1.321 3.094 1.822
H 0.107 2.709 0.625
H 2.930 3.651 -0.085
H 1.464 4.634 -0.159
H 1.668 3.236 -1.230
H 4.486 2.087 1.118
H 4.208 1.393 2.724
H 3.291 2.794 2.226
```

Its total charge is +1. Its spin multiplicity is 1. The HOMO energy comes out at -0.4357 Ha. Its frontier orbital gap is 0.2495 Ha.



Record 3
ORCA calculation (ωB97M-V with the def2-TZVPD basis set) on a single C11H18N2O2 molecule.

```
33
C11H18N2O2, DFT ωB97M-V with the def2-TZVPD basis set
C 2.173 -4.134 -1.397
N 2.618 -3.450 -0.201
C 3.457 -2.312 -0.513
H 3.818 -1.869 0.414
H 4.315 -2.657 -1.089
H 2.932 -1.538 -1.091
C 1.512 -3.094 0.675
C 0.567 -2.148 0.094
C -0.149 -1.393 -0.504
C -1.034 -0.438 -1.145
H -2.070 -0.635 -0.823
O -0.631 0.875 -0.799
C -1.442 1.894 -1.332
C -2.712 2.179 -0.510
O -2.495 3.063 0.561
C -1.698 2.533 1.601
C -1.428 3.660 2.601
C -0.548 4.647 2.027
N 0.160 5.419 1.569
H -0.965 3.256 3.504
H -2.372 4.145 2.861
H -0.753 2.137 1.209
H -2.236 1.713 2.104
H -3.448 2.680 -1.142
H -3.141 1.235 -0.140
H -0.823 2.797 -1.336
H -1.725 1.653 -2.367
H -0.986 -0.568 -2.241
H 1.929 -2.661 1.590
H 0.979 -4.014 0.941
H 3.047 -4.469 -1.954
H 1.588 -5.008 -1.113
H 1.560 -3.498 -2.052
```

The relative energy (zero: lowest compared OMol25 entry of this formula, charge and spin) comes out at 536.8 kJ/mol. Its spin multiplicity is 1. The HOMO energy comes out at -0.3238 Ha. Its frontier orbital gap is 0.3508 Ha.



Record 4
ORCA calculation (ωB97M-V with the def2-TZVPD basis set) on a molecular structure, C11H18N3NdO6P at a distorted geometry.

```
40
C11H18N3NdO6P, DFT ωB97M-V with the def2-TZVPD basis set
O 3.100 3.767 -4.651
C 2.621 3.209 -3.776
Nd 1.291 1.766 -1.542
O 3.260 4.154 0.574
C 2.694 3.448 -0.140
C 0.365 0.590 -3.672
O -0.127 -0.003 -4.530
C 3.371 0.259 -1.762
O 4.247 -0.491 -1.776
C -0.457 3.684 -2.018
O -1.330 4.428 -2.089
C -2.771 0.626 -0.120
N -2.048 -0.250 0.823
C -2.851 -1.410 1.241
P -0.417 -0.403 0.700
O 0.013 0.827 -0.116
N 0.350 -0.408 2.156
C 1.828 -0.281 2.127
C -0.233 0.455 3.204
N 0.068 -1.734 -0.141
C 0.483 -2.975 0.520
C -0.548 -1.965 -1.462
H -3.788 0.760 0.267
H -2.840 0.186 -1.130
H -2.291 1.608 -0.195
H -3.007 -2.119 0.409
H -2.373 -1.933 2.078
H -3.829 -1.035 1.567
H 2.157 0.738 1.855
H 2.191 -0.493 3.142
H 2.285 -0.994 1.433
H -0.103 1.529 2.988
H -1.300 0.238 3.317
H 0.283 0.227 4.144
H -0.368 -3.501 0.983
H 0.921 -3.626 -0.248
H 1.239 -2.776 1.285
H -1.448 -2.604 -1.383
H -0.824 -1.027 -1.961
H 0.185 -2.474 -2.103
```

Its total charge is +3. Its spin multiplicity is 4. The HOMO energy (spin up / spin down) comes out at -0.6700 / -0.6702 Ha. Its frontier orbital gap (spin up / spin down) is 0.1908 / 0.1960 Ha.



Record 5
ORCA calculation (ωB97M-V with the def2-TZVPD basis set) on a gas-phase ion, C11H18N3S (charge +1) at a distorted geometry.

```
33
C11H18N3S, DFT ωB97M-V with the def2-TZVPD basis set
C -2.592 -0.622 0.431
C -3.019 -0.086 1.603
C -0.650 0.147 1.147
C -0.713 0.680 -3.032
C -1.223 -0.756 -2.960
C 1.914 0.512 0.350
C 0.753 0.647 -2.583
C 1.929 -0.647 -0.724
C -0.419 -1.162 -1.801
C 0.737 0.384 1.392
C 0.960 -0.115 3.738
N -1.300 -0.492 0.157
N 0.730 -0.559 -1.729
N 1.053 0.955 2.714
S -1.794 0.823 2.371
H -3.113 -1.127 -0.334
H -3.998 -0.054 2.010
H -0.892 1.133 -3.997
H -1.308 1.153 -2.129
H -2.310 -0.956 -2.880
H -1.020 -1.379 -3.874
H 2.780 0.526 0.946
H 1.755 1.399 -0.180
H 1.358 0.356 -3.514
H 1.151 1.494 -2.048
H 2.814 -0.891 -1.140
H 1.742 -1.422 -0.095
H -0.481 -2.222 -1.390
H 0.041 -0.690 3.475
H 1.894 -0.587 3.586
H 0.916 0.467 4.801
H 2.013 1.451 2.730
H 0.293 1.639 2.959
```

Its total charge is +1. The relative energy (zero: lowest compared OMol25 entry of this formula, charge and spin) comes out at 342.8 kJ/mol. Its spin multiplicity is 1. The HOMO energy comes out at -0.3588 Ha. Its frontier orbital gap is 0.2615 Ha.



Record 6
ORCA calculation (ωB97M-V with the def2-TZVPD basis set) on 2 unconnected molecules or ions with the total composition C11H18N4 at a distorted geometry.

```
33
C11H18N4, DFT ωB97M-V with the def2-TZVPD basis set
C -3.303 1.826 -0.294
C 2.324 2.078 -0.165
C -2.179 1.280 -0.776
C 0.961 1.871 -0.078
C -2.354 0.921 1.478
C 1.918 0.124 0.771
C -1.873 -2.261 0.263
C -0.163 -0.533 -2.302
C 4.316 0.686 0.447
C -0.556 -1.613 0.699
C -0.396 -0.053 0.309
N -3.334 1.667 1.082
N 2.909 0.940 0.371
N -1.551 0.730 0.390
N 0.759 0.598 0.327
H -4.126 2.373 -0.713
H 2.746 3.056 -0.381
H -1.646 0.920 -1.634
H 0.250 2.550 -0.559
H -2.226 0.836 2.530
H 1.969 -0.982 0.913
H -1.942 -2.341 -0.819
H -2.046 -3.292 0.372
H -2.715 -1.733 0.786
H 0.747 -1.095 -2.188
H -1.094 -1.048 -2.313
H -0.093 0.413 -2.822
H 4.625 0.285 -0.526
H 4.751 1.665 0.678
H 4.484 -0.107 1.205
H -0.572 -1.562 1.803
H 0.409 -2.019 0.278
H -3.986 1.904 1.754
```

Its total charge is +2. The relative energy (zero: lowest compared OMol25 entry of this formula, charge and spin) comes out at 392.5 kJ/mol. Its spin multiplicity is 1. The HOMO energy (spin up / spin down) comes out at -0.5834 / -0.5724 Ha. Its frontier orbital gap (spin up / spin down) is 0.2886 / 0.3165 Ha.



Record 7
ORCA calculation (ωB97M-V with the def2-TZVPD basis set) on a single C11H18N4O3 molecule at a distorted geometry.

```
36
C11H18N4O3, DFT ωB97M-V with the def2-TZVPD basis set
C -2.300 -0.749 0.678
C -0.886 -1.213 0.073
C -3.256 -0.090 -0.406
C -3.057 -0.813 -1.697
C -4.717 -0.214 0.060
C 0.485 0.982 0.635
C 0.083 1.843 -0.418
C 1.938 1.094 1.209
C 2.857 0.294 0.348
C 3.316 0.221 -0.892
C 3.959 -1.622 0.087
H -2.135 0.959 1.976
H -3.383 -0.167 2.204
H -2.635 -1.728 0.816
H -3.117 0.963 -0.456
H -3.589 -0.518 -2.638
H -2.074 -0.914 -1.999
H -3.505 -1.872 -1.461
H -5.381 0.403 -0.551
H -5.066 -1.202 -0.015
H -5.088 0.110 1.044
H 1.137 -0.920 0.071
H -0.306 1.158 1.449
H 2.322 2.066 1.494
H 1.787 0.611 2.239
H 3.280 0.750 -1.839
H 4.336 -2.629 0.204
H 4.550 -1.214 -1.850
H 0.032 3.704 -0.813
N -2.372 -0.053 1.951
N 0.215 -0.438 0.135
N 3.265 -0.904 0.919
N 4.090 -0.969 -0.971
O -0.744 -2.361 -0.109
O -0.872 1.639 -1.186
O 0.605 3.045 -0.227
```

The relative energy (zero: lowest compared OMol25 entry of this formula, charge and spin) comes out at 353.6 kJ/mol. Its spin multiplicity is 1. The HOMO energy comes out at -0.3221 Ha. Its frontier orbital gap is 0.3367 Ha.



Record 8
ORCA calculation (ωB97M-V with the def2-TZVPD basis set) on a single C11H18N4O3 molecule at a distorted geometry.

```
36
C11H18N4O3, DFT ωB97M-V with the def2-TZVPD basis set
C -0.403 -1.292 -0.704
C 0.031 -1.207 0.704
C -1.872 -1.283 -0.967
C -2.708 -0.271 -0.240
C -3.417 0.722 -0.730
C -3.641 0.584 1.459
C 1.290 1.140 0.770
C 0.630 2.092 -0.219
C 2.672 0.661 0.238
C 2.554 -0.166 -1.037
C 3.463 -0.159 1.364
H 0.050 -3.284 -0.765
H 0.996 -2.276 -1.851
H -0.018 -0.368 -1.212
H -2.150 -2.314 -0.755
H -2.113 -1.205 -2.017
H -3.410 1.256 -1.652
H -4.081 0.888 2.385
H -4.937 1.869 0.348
H 0.245 -0.026 2.246
H 1.615 1.680 1.700
H 3.322 1.556 -0.039
H 3.525 -0.573 -1.325
H 2.285 0.480 -1.937
H 1.879 -1.019 -0.960
H 3.151 -1.191 1.465
H 3.473 0.391 2.329
H 4.533 -0.077 1.117
H -0.930 2.370 -1.235
N 0.106 -2.483 -1.412
N -2.793 -0.355 1.150
N -4.084 1.258 0.317
N 0.361 0.017 1.250
O -0.168 -2.183 1.432
O 1.148 3.082 -0.638
O -0.604 1.686 -0.578
```

The relative energy (zero: lowest compared OMol25 entry of this formula, charge and spin) comes out at 190.7 kJ/mol. Its spin multiplicity is 1. The HOMO energy comes out at -0.3183 Ha. Its frontier orbital gap is 0.3359 Ha.



Record 9
ORCA calculation (ωB97M-V with the def2-TZVPD basis set) on a molecular structure, C11H18N4PdS2.

```
36
C11H18N4PdS2, DFT ωB97M-V with the def2-TZVPD basis set
Pd 0.079 -0.102 -0.164
N 2.148 -0.261 -0.163
C 2.749 -1.572 0.237
C 2.318 -2.028 1.611
C 0.886 -2.520 1.647
N -0.045 -1.374 1.500
H 2.441 -0.096 -1.125
H 2.567 0.493 0.377
H 3.834 -1.479 0.181
H 2.445 -2.303 -0.514
H 2.464 -1.223 2.342
H 2.974 -2.837 1.932
H 0.686 -3.041 2.584
H 0.696 -3.211 0.826
H 0.123 -0.724 2.268
H -1.004 -1.691 1.604
C -2.702 -2.353 -0.182
C -2.893 -0.883 -0.354
N -1.937 0.026 -0.366
C -2.414 1.299 -0.626
C -3.760 1.361 -0.740
S -4.433 -0.198 -0.575
C -1.406 2.321 -0.840
C -1.584 3.630 -1.134
S -0.076 4.386 -1.367
C 0.735 2.925 -1.065
N -0.078 1.925 -0.796
C 2.224 2.844 -1.107
H -1.644 -2.607 -0.172
H -3.158 -2.890 -1.013
H -3.177 -2.711 0.733
H -4.377 2.218 -0.955
H -2.509 4.176 -1.228
H 2.655 3.798 -1.405
H 2.551 2.097 -1.831
H 2.623 2.609 -0.119
```

Its total charge is +2. The relative energy (zero: lowest compared OMol25 entry of this formula, charge and spin) comes out at 20.8 kJ/mol. Its spin multiplicity is 1. The HOMO energy comes out at -0.5546 Ha. Its frontier orbital gap is 0.2864 Ha.



Record 10
ORCA calculation (ωB97M-V with the def2-TZVPD basis set) on a molecular structure, C11H18N4S3SbTm.

```
38
C11H18N4S3SbTm, DFT ωB97M-V with the def2-TZVPD basis set
Tm -0.444 -0.699 0.102
C 2.430 0.541 1.272
C 1.671 0.066 2.498
N 0.217 0.265 2.308
C -0.230 1.672 2.454
C -0.918 2.203 1.212
C -1.951 3.126 1.253
C -2.491 3.562 0.050
C -1.989 3.078 -1.148
C -0.952 2.155 -1.104
C -0.329 1.557 -2.347
N 0.146 0.180 -2.129
C 1.589 -0.038 -2.349
C 2.381 0.498 -1.174
N 2.008 -0.202 0.073
N -0.440 1.728 0.055
H 2.207 1.596 1.090
H 3.511 0.476 1.440
H 1.841 -1.002 2.673
H 2.029 0.594 3.389
H -0.291 -0.315 2.973
H -0.889 1.773 3.319
H 0.640 2.302 2.659
H -2.332 3.476 2.202
H -3.313 4.263 0.050
H -2.404 3.384 -2.097
H -1.047 1.586 -3.168
H 0.510 2.190 -2.656
H -0.392 -0.476 -2.693
H 1.739 -1.116 -2.456
H 1.926 0.430 -3.282
H 3.456 0.429 -1.370
H 2.158 1.558 -1.025
H 2.451 -1.123 0.073
S -2.004 -2.092 1.767
Sb -2.317 -3.178 -0.360
S -2.884 -0.876 -0.873
S -0.012 -3.014 -0.994
```

Its total charge is +1. The relative energy (zero: lowest compared OMol25 entry of this formula, charge and spin) comes out at 0.0 kJ/mol. Its spin multiplicity is 4. The HOMO energy (spin up / spin down) comes out at -0.4133 / -0.4126 Ha. Its frontier orbital gap (spin up / spin down) is 0.3038 / 0.2276 Ha.



Record 11
ORCA calculation (ωB97M-V with the def2-TZVPD basis set) on a molecular structure, C11H18N8NiO4.

```
42
C11H18N8NiO4, DFT ωB97M-V with the def2-TZVPD basis set
Ni -0.440 -0.069 -0.297
O 0.932 3.977 -0.120
C 0.555 2.726 -0.031
O -0.114 2.130 -0.853
C 1.022 2.046 1.229
C 1.766 2.626 2.245
C 2.097 1.831 3.335
C 1.682 0.502 3.376
C 0.944 0.011 2.311
N 0.631 0.782 1.275
C 0.397 -1.387 2.131
O 0.568 -2.301 3.050
O -0.217 -1.657 1.114
H 0.610 4.378 -0.946
H 2.072 3.660 2.183
H 2.676 2.241 4.151
H 1.945 -0.111 4.228
H 1.055 -2.003 3.830
N -2.288 0.534 0.499
C -3.328 -0.523 0.643
C -3.689 -1.140 -0.696
C -2.585 -1.965 -1.332
N -1.447 -1.117 -1.781
H -2.169 0.988 1.402
H -2.651 1.264 -0.112
H -4.220 -0.101 1.108
H -2.931 -1.286 1.313
H -4.025 -0.361 -1.391
H -4.552 -1.790 -0.543
H -2.985 -2.521 -2.181
H -2.193 -2.689 -0.617
H -1.773 -0.496 -2.520
H -0.759 -1.709 -2.237
N 2.888 -0.791 -4.359
N 2.548 -0.719 -3.030
N 3.450 -0.576 -2.094
C 2.691 -0.426 -1.019
N 1.391 -0.473 -1.319
N 1.319 -0.658 -2.633
H 3.824 -1.174 -4.428
H 2.207 -1.359 -4.850
H 3.096 -0.291 -0.031
```

Its total charge is +2. The relative energy (zero: lowest compared OMol25 entry of this formula, charge and spin) comes out at 2.1 kJ/mol. Its spin multiplicity is 3. The HOMO energy (spin up / spin down) comes out at -0.5769 / -0.5865 Ha. Its frontier orbital gap (spin up / spin down) is 0.3163 / 0.3271 Ha.



Record 12
ORCA calculation (ωB97M-V with the def2-TZVPD basis set) on a gas-phase ion, C11H18NO (charge +1) at a distorted geometry.

```
31
C11H18NO, DFT ωB97M-V with the def2-TZVPD basis set
C 0.376 0.883 2.159
C 0.937 -0.231 1.602
C -2.610 -1.843 -0.338
C -1.614 -1.319 0.314
C 1.056 2.281 0.206
C 1.517 1.039 -0.591
C -1.243 1.206 0.583
C -0.100 1.915 1.223
C 0.829 -0.274 0.042
C -0.863 -0.100 -0.160
C 0.951 -2.607 -0.055
N -1.003 0.110 -1.632
O 1.159 -1.392 -0.695
H 0.352 0.961 3.202
H 1.410 -1.061 2.206
H -3.146 -2.690 0.004
H -2.899 -1.559 -1.354
H -1.456 -1.509 1.348
H 1.926 2.728 0.815
H 0.886 3.060 -0.611
H 1.219 1.090 -1.684
H 2.501 0.767 -0.452
H -2.058 1.162 1.222
H -1.491 2.002 -0.182
H -0.456 2.769 1.738
H 0.823 -3.359 -0.775
H -0.031 -2.550 0.375
H 1.662 -2.867 0.782
H -1.684 -0.485 -2.181
H -0.087 -0.308 -1.877
H -1.111 1.124 -1.778
```

Its total charge is +1. The relative energy (zero: lowest compared OMol25 entry of this formula, charge and spin) comes out at 273.7 kJ/mol. Its spin multiplicity is 1. The HOMO energy comes out at -0.4722 Ha. Its frontier orbital gap is 0.3627 Ha.